Entry 1:
DFT (wB97M-V/def2-TZVPD) results for a 2-piece molecular cluster, H4NOP2 overall.

The value obtained for the electronic energy is -814.9867 hartree. The energy above the lowest of the compared OMol25 structures with the same formula, charge and spin comes out at 99.9 kcal/mol. The LUMO energy is 4.212 eV. The net charge is -1. The calculation puts the strongest force on any atom at 5.5 eV/A.

Element x y z (Å)
N: 1.894 -0.223 -0.354
O: 0.692 -0.705 -0.160
P: 3.270 -0.796 0.107
P: -2.496 -0.103 0.303
H: 4.017 0.097 -0.564
H: -3.293 0.757 -0.588
H: -2.796 0.894 1.355
H: -1.288 0.079 -0.100

Forces on the atoms, in the same order (eV/Å):
N -3.9869 1.4401 -1.6150
O 1.6045 0.1057 0.3468
P 1.2577 -2.9860 2.1274
P -5.2670 0.1369 1.4461
H 1.0831 1.4509 -0.8658
H 0.8762 -0.6870 0.2126
H 0.9522 -0.7334 -0.6816
H 3.4802 1.2728 -0.9704

***

Entry 2:
DFT (wB97M-V/def2-TZVPD) results for H4NOPS2 as an isolated structure.

The value obtained for the electronic energy is -1270.1095 hartree. The energy above the lowest of the compared OMol25 structures with the same formula, charge and spin comes out at 54.2 kcal/mol. The LUMO energy is -0.525 eV. The calculation puts the strongest force on any atom at 4.1 eV/A.

Element x y z (Å)
N: 1.387 -0.656 0.616
O: -0.573 0.028 -1.655
P: -0.692 0.172 -0.089
S: -2.088 -1.043 0.594
S: -0.731 2.193 0.400
H: 1.207 -0.536 1.655
H: 1.089 -1.620 0.406
H: -0.020 -0.743 -1.709
H: 0.422 2.205 -0.218

Forces on the atoms, in the same order (eV/Å):
N -3.2494 1.6008 -0.2263
O 0.4533 1.0892 -0.3166
P 0.4740 -2.5722 3.1226
S 1.0154 1.2970 -0.1701
S -0.5946 -0.9074 0.0731
H 0.1176 -0.3021 -1.4646
H 0.1094 0.2056 0.3858
H 0.6344 -0.9702 -0.9713
H 1.0400 0.5594 -0.4325

***

Entry 3:
DFT (wB97M-V/def2-TZVPD) results for a 2-piece molecular cluster, H4NP overall.

The value obtained for the electronic energy is -398.2564 hartree. The energy above the lowest of the compared OMol25 structures with the same formula, charge and spin comes out at 138.9 kcal/mol. The LUMO energy (spin up / spin down) is -2.022 / -2.022 eV. The calculation puts the strongest force on any atom at 4.0 eV/A.

Element x y z (Å)
N: 1.406 -0.078 0.016
P: -0.068 0.358 -0.015
H: 0.687 -2.175 0.114
H: -1.016 -0.090 0.899
H: -0.819 0.257 -1.193
H: -0.190 1.727 0.179

Forces on the atoms, in the same order (eV/Å):
N 1.9567 -3.4656 0.4159
P -2.7418 0.2428 -0.3683
H 0.9071 2.9713 -0.2510
H -0.2037 -0.1390 0.3356
H -0.1859 -0.1678 -0.2228
H 0.2676 0.5583 0.0907

***

Entry 4:
DFT (wB97M-V/def2-TZVPD) results for a 2-piece molecular cluster, H4NP overall.

The value obtained for the electronic energy is -398.3599 hartree. The energy above the lowest of the compared OMol25 structures with the same formula, charge and spin comes out at 73.9 kcal/mol. The LUMO energy is 0.496 eV. The calculation puts the strongest force on any atom at 6.3 eV/A.

Element x y z (Å)
N: 1.341 0.085 -0.036
P: -0.175 0.227 -0.102
H: 1.318 -1.385 0.144
H: -0.932 -0.385 0.868
H: -0.929 0.020 -1.250
H: -0.623 1.438 0.375

Forces on the atoms, in the same order (eV/Å):
N 2.9720 -5.5135 0.5842
P -2.3420 0.3321 0.9525
H 0.2705 5.1474 -0.8100
H -0.6228 -1.0405 0.2451
H -0.3293 -0.0707 -0.4403
H 0.0516 1.1452 -0.5315